46
Properties=species:S:1:pos:R:3:forces:R:3:lowdin_charge:R:1 method="wB97M-V/def2-TZVPD" energy_ev=-28249.1125 multiplicity=1 e_homo_ev=-2.25 total_charge=-1 lumo_energy_ev=2.068 homo_lumo_gap_ha=0.1586
C -5.066254 -3.634729 1.953476 4.7 2.6 -2.6 -0.03
C -4.068332 -3.221455 1.181369 -2.9 -2.0 3.9 -0.15
C -2.670366 -2.829155 0.435971 -1.3 -2.1 0.9 -0.36
C -2.016497 -4.243802 0.001170 -0.3 0.1 0.7 -0.16
C -1.945514 -5.229975 1.295964 -2.8 -3.9 -0.7 -0.31
O -2.733448 -6.221022 1.459060 4.2 5.0 -0.2 0.00
F -0.923683 -4.978169 2.287683 -1.9 -0.3 -1.9 -0.03
N -1.746145 -2.239912 1.466154 -0.3 0.9 -0.6 -0.13
C -1.688957 -0.734808 1.365564 1.1 -0.6 0.5 -0.27
C -0.330917 -0.259070 2.093594 -0.6 0.0 0.3 -0.25
C -0.456829 -0.365870 3.722176 0.0 0.7 -0.8 -0.14
H -5.725229 -3.767459 2.893750 1.4 0.2 -2.5 0.00
H -0.950524 -4.125766 -0.426784 -1.6 0.0 0.8 0.09
H -2.692602 -4.721901 -0.811550 1.2 0.5 1.8 0.11
H -0.806186 -2.653784 1.307816 -0.8 0.8 0.2 0.08
H -1.683464 -0.435494 0.248828 -0.2 -0.1 1.6 0.08
H -2.594088 -0.283107 1.944229 1.4 -0.7 -1.3 0.12
H 0.555477 -0.922952 1.774485 -1.6 1.2 0.2 0.07
H -0.127675 0.829939 1.758902 -0.1 -1.7 0.7 0.09
H 0.458827 -0.953639 4.083460 -1.5 0.9 -0.1 0.06
H -0.472611 0.708246 4.161050 0.2 -1.8 -0.5 0.06
H -1.437450 -0.872672 4.036350 1.6 0.5 -0.6 0.07
C 2.912471 -0.041871 -1.586376 0.0 -0.1 -0.1 -0.02
C 1.850764 -0.943754 -1.018978 -0.1 -0.4 0.4 -0.53
O 1.917013 -1.393748 0.118461 0.2 0.0 -0.3 0.01
N 0.787474 -1.259738 -1.809002 0.4 0.1 0.2 0.02
C 0.521387 -0.838253 -3.165307 -0.3 -0.3 0.3 -0.08
H 3.690724 0.116676 -0.838369 -0.2 -0.1 0.0 0.09
H 3.367754 -0.504686 -2.465723 -0.1 0.1 -0.1 0.08
H 2.481432 0.927237 -1.846132 0.2 -0.3 -0.1 0.04
H 0.117842 -1.868986 -1.355866 -0.1 0.1 0.0 0.13
H -0.434703 -0.309737 -3.177350 0.0 0.0 -0.3 0.08
H 0.443039 -1.730394 -3.791305 0.0 0.2 -0.2 0.08
H 1.301566 -0.187127 -3.556806 0.0 -0.1 0.2 0.07
C 1.499477 4.521822 -2.619473 -0.1 0.0 -0.2 -0.01
C 2.119111 3.957469 -1.369835 0.3 -0.5 0.4 -0.53
O 2.679132 2.868167 -1.356197 -0.1 0.7 -0.1 0.02
N 2.045156 4.694598 -0.228238 0.0 -0.2 -0.5 0.01
C 1.434213 5.990861 -0.034530 0.2 -0.2 0.4 -0.08
H 1.640416 3.818955 -3.442037 0.0 0.0 0.2 0.08
H 0.427345 4.671122 -2.472897 0.1 0.2 -0.1 0.09
H 1.981893 5.465310 -2.885092 -0.2 0.0 0.0 0.08
H 2.483622 4.247776 0.565640 -0.1 0.0 -0.1 0.15
H 2.202439 6.680886 0.322017 -0.2 0.2 -0.1 0.08
H 0.660641 5.892964 0.730492 -0.1 0.3 -0.1 0.09
H 0.992259 6.381005 -0.949812 0.1 -0.1 0.1 0.07